Entry 1:
Density functional theory data (ωB97M-V with the def2-TZVPD basis set) for C35H37EuN6O3 as an isolated structure at a distorted geometry.

Values from the calculation:
LUMO (alpha / beta) = -2.06 / -2.06 eV
⟨S²⟩ = 15.759
Gap between HOMO and LUMO (alpha / beta) = 0.252 / 0.337 hartree
Energy = -2620.34217 Eh

ORCA input file:
```
! RIJCOSX wB97M-V def2-TZVPD def2/J DEFGRID3
* xyz 1 8
Eu -0.21413 -0.32737 -0.15067
C -3.48684 0.58621 -1.08670
N -2.40729 -0.14379 -1.76361
C -2.03684 0.48089 -3.04395
C -1.23280 1.76006 -2.96757
C -1.54104 2.80544 -3.82801
C -0.78525 3.96474 -3.78447
C 0.24719 4.05220 -2.86770
C 0.48359 2.96081 -2.04810
N -0.21940 1.83042 -2.09502
C -2.85851 -1.51555 -2.04229
C -1.75640 -2.45088 -2.48942
C -2.06112 -3.58946 -3.22537
C -1.04521 -4.47458 -3.53725
C 0.24601 -4.20861 -3.10620
C 0.46108 -3.04864 -2.38521
N -0.51171 -2.18196 -2.09988
C -3.07313 1.79920 -0.28429
C -3.94675 2.87192 -0.15243
C -3.57883 3.93836 0.64931
C -2.35317 3.90787 1.29498
C -1.54944 2.79675 1.10795
N -1.89523 1.76821 0.33548
H -4.25859 0.88541 -1.81085
H -3.96765 -0.11117 -0.39621
H -1.44711 -0.24778 -3.60470
H -2.94593 0.67265 -3.63182
H -2.37124 2.70490 -4.51416
H -1.00740 4.79000 -4.44814
H 0.85779 4.93923 -2.77972
H 1.27296 3.00827 -1.30813
H -3.28912 -1.92477 -1.12810
H -3.64764 -1.51860 -2.80931
H -3.07976 -3.77745 -3.53814
H -1.25717 -5.37023 -4.10656
H 1.06772 -4.87869 -3.31364
H 1.44259 -2.80707 -1.99526
H -4.89373 2.86217 -0.67538
H -4.24215 4.78533 0.76733
H -2.02285 4.71729 1.92987
H -0.58590 2.71989 1.60010
C 3.69604 -1.04056 -3.22817
C 3.39546 0.13051 -2.30461
C 4.52703 1.15866 -2.38312
C 3.15548 -0.25847 -0.85267
C 3.50151 -1.48706 -0.30172
C 3.38786 -1.71081 1.06815
C 2.93164 -0.72418 1.93544
C 2.82173 -0.99539 3.40792
C 2.57874 0.50616 1.38556
C 2.68521 0.72471 0.01929
H 3.80016 -0.69084 -4.25553
H 2.91636 -1.80206 -3.21957
H 4.63803 -1.52520 -2.95946
H 2.47660 0.61779 -2.65616
H 5.43784 0.75034 -1.93942
H 4.28338 2.07922 -1.85147
H 4.74800 1.42324 -3.41816
H 3.88481 -2.27803 -0.93396
H 3.65676 -2.68277 1.46398
H 2.06336 -1.75746 3.60494
H 2.53625 -0.10162 3.96429
H 3.76369 -1.35634 3.82124
H 2.26166 1.32439 2.02273
H 2.51002 1.72003 -0.37243
O 0.35324 -2.35882 0.77632
N -0.81839 -2.52696 1.25415
O -1.02531 -3.24936 2.18868
O -1.74896 -1.81912 0.71309
N -0.43169 0.09403 2.45235
C -0.51394 -0.11797 3.58033
C -0.62077 -0.35574 5.01921
C -1.15952 -1.56684 5.44343
C -1.24512 -1.80893 6.80619
C -0.80204 -0.85335 7.71089
C -0.27041 0.35206 7.27147
C -0.17723 0.61064 5.91354
H -1.48742 -2.29348 4.71799
H -1.65558 -2.74399 7.16120
H -0.87106 -1.04900 8.77292
H 0.07219 1.08896 7.98449
H 0.23477 1.54198 5.54990
*
```


Entry 2:
Density functional theory data (ωB97M-V with the def2-TZVPD basis set) for C35H37F4N5O4Tl as an isolated structure.

Values from the calculation:
LUMO = 2.09 eV
Gap between HOMO and LUMO = 0.252 hartree
Energy = -2502.44514 Eh

ORCA input file:
```
! RIJCOSX wB97M-V def2-TZVPD def2/J DEFGRID3
* xyz -1 1
Tl 0.51459 -0.93468 0.37109
C 4.23668 -2.05750 0.87739
C 4.08592 -1.29119 -0.42229
N 2.82323 -1.53319 -1.13289
C 2.80145 -0.64349 -2.30816
C 1.60044 -0.78772 -3.23364
C 2.65501 -2.94759 -1.50428
C 1.50948 -3.62618 -0.75358
N 0.28057 -2.84135 -0.82297
C -0.87263 -3.27817 -1.34781
C -1.98949 -2.40230 -1.44700
F -1.83131 -1.11535 -1.05849
C -3.22652 -2.77168 -1.91006
F -4.20582 -1.84443 -1.92961
C -3.49402 -4.05079 -2.36645
C -2.42505 -4.92063 -2.32807
F -2.59501 -6.18902 -2.76508
C -1.17656 -4.57076 -1.85665
F -0.23984 -5.55576 -1.88206
H 5.21379 -1.83321 1.31040
H 4.17229 -3.13610 0.73626
H 3.47876 -1.75742 1.59629
H 4.92739 -1.53202 -1.09641
H 4.13339 -0.22017 -0.21206
H 3.72479 -0.79895 -2.89355
H 2.82590 0.37756 -1.92606
H 1.62692 -1.70340 -3.82343
H 1.60165 0.05148 -3.93228
H 0.66476 -0.75809 -2.68067
H 3.58239 -3.49798 -1.30773
H 2.46774 -3.02236 -2.57400
H 1.78731 -3.73771 0.29611
H 1.39441 -4.62305 -1.16610
H -4.46492 -4.34280 -2.73240
C -1.43646 -3.87057 1.64410
O -1.46528 -2.45746 1.53326
C -2.45039 -1.77175 2.16167
C -3.64497 -2.35705 2.56669
C -4.62322 -1.59532 3.18730
C -4.40655 -0.24381 3.40880
C -3.21450 0.33636 3.00795
C -2.22184 -0.40614 2.37561
N -0.96834 0.14114 1.95353
N -0.86933 1.37925 2.18297
C 0.22956 2.14381 1.95584
C 1.57092 1.69285 1.73849
O 1.93724 0.49648 1.56931
C 2.61699 2.70213 1.75552
C 2.35850 4.01687 1.85482
C 1.01658 4.50398 1.99712
C 0.74991 5.88205 2.05526
C -0.53321 6.35071 2.19201
C -1.58565 5.42839 2.27444
C -1.34430 4.07757 2.21064
C -0.03472 3.57017 2.07397
H -1.53316 -4.17295 2.68936
H -0.46498 -4.17866 1.26800
H -2.22806 -4.32979 1.04509
H -3.81404 -3.40883 2.38755
H -5.55097 -2.06258 3.49185
H -5.15878 0.35808 3.90164
H -3.02271 1.38092 3.19862
H 3.62534 2.32261 1.64381
H 3.16745 4.73992 1.82602
H 1.58273 6.57346 1.98527
H -0.72908 7.41459 2.23004
H -2.60392 5.78416 2.37457
H -2.16521 3.37695 2.24048
C 1.22323 3.72710 -2.54131
C -0.13918 3.08201 -2.25834
C -0.83753 2.73798 -3.58110
C -1.01012 4.05665 -1.45672
C 0.06483 1.84239 -1.48955
C 0.22327 0.80761 -0.88506
H 1.09306 4.64908 -3.11429
H 1.86011 3.04975 -3.11318
H 1.73127 3.96614 -1.60584
H -0.97953 3.64217 -4.17893
H -1.81218 2.28845 -3.38898
H -0.24498 2.02602 -4.15689
H -1.22184 4.94626 -2.05630
H -0.50778 4.36582 -0.53989
H -1.95483 3.58739 -1.17975
O 1.67841 -3.89278 2.28372
N 1.43712 -2.94211 3.01792
O 1.02341 -1.86150 2.48911
*
```


Entry 3:
Density functional theory data (ωB97M-V with the def2-TZVPD basis set) for a 2-piece molecular cluster, C35H37FN2O4S overall at a distorted geometry.

Values from the calculation:
LUMO = -2.36 eV
Gap between HOMO and LUMO = 0.118 hartree
Energy = -2264.24762 Eh

ORCA input file:
```
! RIJCOSX wB97M-V def2-TZVPD def2/J DEFGRID3
* xyz 0 1
C -1.46048 1.18318 3.70718
C -0.52311 2.29417 3.34729
O 0.67838 1.66790 2.84944
C 1.54152 2.64436 2.49953
C 2.73306 2.07024 1.84377
F 3.71845 2.97403 1.81447
S 3.36531 0.55334 2.62782
C 5.07486 0.62251 2.02586
C 5.31185 0.19755 0.71943
C 6.59472 0.34173 0.18268
C 7.62268 0.88234 0.96476
C 7.36814 1.28491 2.28352
C 6.08774 1.14569 2.83333
O 3.46176 0.72719 4.08075
O 2.74137 -0.60711 2.03264
O 1.38969 3.83076 2.79506
H -2.44265 1.61617 3.89515
H -1.54806 0.43762 2.91157
H -1.12208 0.68332 4.61948
H -0.96465 2.93143 2.56286
H -0.31617 2.92226 4.22975
H 4.48302 -0.26447 0.17240
H 6.77279 -0.00500 -0.83192
H 8.62261 0.98114 0.54279
H 8.15555 1.68343 2.91629
H 5.86730 1.41239 3.87239
C -6.55041 -3.30692 2.06236
N -5.23325 -3.84525 1.76188
C -5.00511 -5.14779 2.35487
C -4.26746 -3.16544 1.07553
C -3.05349 -3.79887 0.68067
C -2.04817 -3.10115 0.02198
C -2.21558 -1.73639 -0.32569
C -1.14403 -0.91055 -0.87733
C 0.22009 -1.22685 -0.64204
C 1.29878 -0.59840 -1.23239
C 2.57896 -1.22184 -1.44697
C 3.46709 -0.66886 -2.42033
C 4.73937 -1.20477 -2.61761
C 5.13864 -2.36388 -1.91849
C 4.21671 -3.00678 -1.07053
C 2.93726 -2.47662 -0.87009
C -1.51645 0.27227 -1.67353
C -0.85963 1.49625 -1.44414
C -1.26255 2.65811 -2.07932
C -2.26504 2.62574 -3.08465
N -2.63538 3.76951 -3.74485
C -3.28353 3.72089 -5.04477
C -2.40459 5.09047 -3.18087
C -2.88551 1.37810 -3.36862
C -2.57599 0.25319 -2.62600
C -3.45653 -1.13008 0.00395
C -4.44262 -1.80301 0.70776
H -6.90609 -2.62126 1.28388
H -7.22607 -4.17000 2.14022
H -6.55855 -2.79407 3.03714
H -3.94109 -5.31374 2.53967
H -5.55868 -5.16939 3.29951
H -5.39843 -5.95040 1.71517
H -2.91837 -4.85275 0.89580
H -1.13726 -3.62709 -0.25753
H 0.40643 -2.15433 -0.09860
H 1.13035 0.27164 -1.86721
H 3.12346 0.17280 -3.03506
H 5.44638 -0.71157 -3.29298
H 6.15779 -2.75707 -2.02321
H 4.50491 -3.91685 -0.53544
H 2.19625 -3.02857 -0.28806
H -0.05432 1.52701 -0.70989
H -0.78111 3.59767 -1.82884
H -3.08149 2.75236 -5.51469
H -4.37207 3.85900 -4.96636
H -2.88188 4.52385 -5.67383
H -2.28363 5.01046 -2.09505
H -1.50605 5.56050 -3.60632
H -3.26634 5.72843 -3.40801
H -3.65923 1.32754 -4.13466
H -3.15856 -0.65974 -2.77892
H -3.62849 -0.09155 -0.27172
H -5.35300 -1.27507 0.97593
*
```


The lowest energy belongs to which entry?
C35H37EuN6O3


energy of number 2 (C35H37F4N5O4Tl)?
-2502.44514 Eh